# 1
Computed, not measured: a molecular structure, C4H17IrNO3P in a non-equilibrium geometry, with wB97M-V/def2-TZVPD.

- HOMO level (spin up / spin down) (eV) = -8.790 / -14.653
- LUMO energy (spin up / spin down) (Eh) = -0.128 / -0.268
- charge = +1
- 2S+1 = 6

The geometry in XYZ format:
```
27
Properties=species:S:1:pos:R:3:forces:R:3
C -2.2896 1.9434 -1.8105 -0.2 1.1 0.2
Ir 0.6380 0.2591 -1.5655 -1.9 2.7 -0.8
N 1.2971 -1.3863 -2.4829 0.9 -3.2 -1.1
H 1.2530 1.5892 -2.2409 0.3 0.7 -0.4
H 2.3163 -1.3402 -2.5568 -0.1 -0.3 -0.4
H -3.2686 1.6296 -2.1426 -0.2 -0.2 -0.3
H -1.9838 2.8609 -2.3338 0.0 -0.5 -0.1
H -1.5587 1.1329 -1.9782 -0.1 0.1 0.1
H -2.3973 2.2321 -0.7591 0.3 -0.4 0.0
H 1.0576 -2.2017 -1.8968 0.3 0.2 -0.4
H 0.8664 -1.5836 -3.4005 0.4 0.3 0.4
C -0.6700 -2.4984 1.1978 -0.2 -0.7 0.3
O -0.9872 -1.1081 1.0559 1.4 1.0 -0.8
P 0.1946 -0.0887 0.5433 -0.1 -0.7 5.0
O -0.0278 1.1762 1.5224 0.0 -0.6 -1.7
C -1.2718 1.4069 2.2000 -0.8 0.3 0.7
O 1.5351 -0.7697 1.2249 -0.4 0.6 -0.7
C 2.7323 0.0659 1.1360 0.4 -0.3 0.4
H -0.0047 -2.6588 2.0473 0.2 0.2 -0.2
H -0.2358 -2.9186 0.2806 -0.1 0.1 0.2
H -1.5955 -3.0273 1.4349 0.0 0.2 -0.3
H -1.2437 2.4303 2.6045 0.2 -0.4 -0.2
H -2.1571 1.3349 1.5392 0.6 -0.2 0.2
H -1.3307 0.6833 3.0261 -0.2 0.3 -0.3
H 2.6826 0.8650 0.3741 -0.3 -0.3 0.1
H 2.8759 0.5672 2.1028 0.0 -0.3 -0.3
H 3.5734 -0.5958 0.8781 -0.3 0.3 0.3
```
Forces are in eV/Å.

# 2
Computed, not measured: a molecular structure, C36H28BrN3P2PtSeTe in a non-equilibrium geometry, with wB97M-V/def2-TZVPD.

- HOMO level (spin up / spin down) (eV) = -13.491 / -13.489
- LUMO energy (spin up / spin down) (Eh) = -0.298 / -0.298
- relative energy (zero: lowest compared OMol25 entry of this formula, charge and spin) (kcal/mol) = 31.0
- charge = +2

The geometry in XYZ format:
```
73
Properties=species:S:1:pos:R:3:forces:R:3
Pt 0.1877 -0.1941 -0.4662 0.3 -0.1 -0.3
Te -2.3476 -4.5926 -1.5442 -0.3 0.0 -0.3
C -0.9222 -5.8620 -2.4115 0.1 0.0 0.2
C -1.0573 -7.2314 -2.2548 0.0 -0.1 0.1
C -0.1079 -8.0489 -2.8597 0.0 0.1 -0.1
N 0.9098 -7.5826 -3.5775 0.0 0.0 0.1
C 1.0090 -6.2673 -3.7373 0.0 0.0 0.0
C 0.1202 -5.3597 -3.1763 0.0 0.1 -0.1
C -1.1103 -3.0183 -1.1655 0.0 0.0 1.3
P -1.7050 -1.2914 -1.0598 -0.3 0.2 0.0
C -2.6802 -0.9499 -2.5275 0.1 -0.1 -0.1
C -2.4898 -1.6670 -3.7078 0.2 0.1 -0.1
C -3.2564 -1.3790 -4.8255 0.0 0.0 0.0
C -4.2067 -0.3702 -4.7702 0.0 0.0 0.0
C -4.3856 0.3624 -3.6023 0.0 0.0 0.0
C -3.6229 0.0811 -2.4830 -0.1 -0.1 0.1
C -2.8765 -1.3100 0.3171 -0.1 0.1 0.0
C -4.1420 -1.8761 0.1386 0.0 0.0 -0.1
C -5.0255 -1.9444 1.2028 0.0 0.0 0.0
C -4.6593 -1.4372 2.4440 0.0 0.0 0.0
C -3.4113 -0.8568 2.6211 0.0 0.0 0.0
C -2.5196 -0.7947 1.5604 0.0 0.0 0.0
P 0.1798 -3.1347 -0.0296 0.2 -0.7 -1.1
C 0.6998 -4.7321 0.5613 -0.1 0.1 0.0
C 0.0212 -5.2874 1.6494 -0.1 0.0 0.0
C 0.3801 -6.5439 2.1050 0.0 0.0 0.0
C 1.4142 -7.2354 1.4829 0.0 0.0 0.0
C 2.1038 -6.6733 0.4142 0.0 0.0 0.0
C 1.7558 -5.4156 -0.0464 0.1 0.0 0.0
C 1.5819 -2.1522 -0.5440 -0.4 -0.1 0.7
C 1.6060 -1.4978 -1.7959 0.0 -0.1 -0.5
C 2.6993 -0.7084 -2.1356 0.6 -0.5 -0.3
C 3.7558 -0.5751 -1.2494 0.2 -1.0 -0.4
C 3.7425 -1.2299 -0.0147 0.3 -0.9 -0.3
C 2.6605 -2.0042 0.3477 0.7 -0.4 -0.2
H -1.8615 -7.6732 -1.6798 0.0 0.0 0.0
H -0.1728 -9.1260 -2.7568 0.0 0.0 0.0
H 1.8364 -5.9164 -4.3451 0.0 0.0 0.0
H 0.2368 -4.2987 -3.3638 0.0 0.0 0.0
H -1.7139 -2.4192 -3.7832 -0.1 0.0 0.0
H -3.1009 -1.9327 -5.7412 0.0 0.0 0.0
H -4.8074 -0.1472 -5.6420 0.0 0.0 0.0
H -5.1203 1.1554 -3.5654 0.0 0.0 0.0
H -3.7686 0.6534 -1.5763 0.0 0.0 0.0
H -4.4567 -2.2250 -0.8383 0.0 0.0 0.0
H -6.0071 -2.3762 1.0605 0.0 0.0 0.0
H -5.3561 -1.4807 3.2705 0.0 0.0 0.0
H -3.1368 -0.4422 3.5818 0.0 0.0 0.0
H -1.5539 -0.3221 1.6956 0.1 0.0 0.0
H -0.7831 -4.7424 2.1316 0.0 0.0 0.0
H -0.1376 -6.9809 2.9479 0.0 0.0 0.0
H 1.6951 -8.2163 1.8434 0.0 0.0 0.0
H 2.9174 -7.2115 -0.0536 0.0 0.0 0.0
H 2.3062 -4.9656 -0.8607 0.0 0.0 -0.1
H 0.8519 -1.7005 -2.5463 0.1 -0.1 -0.1
H 2.7202 -0.2246 -3.1035 0.0 -0.2 0.0
H 4.6123 0.0258 -1.5259 0.0 -0.1 0.0
H 4.5883 -1.1410 0.6542 0.0 0.0 0.0
H 2.6517 -2.5156 1.3033 0.0 0.0 0.0
Br 2.7029 2.1611 -1.8254 0.0 1.1 0.2
C 2.8658 1.5308 -0.0702 -0.4 0.4 0.2
C 3.9693 1.9334 0.6719 0.0 0.1 0.0
C 4.1271 1.4481 1.9536 0.0 0.0 0.1
C 3.1711 0.5788 2.4691 0.0 0.2 0.1
C 2.1019 0.2444 1.6747 -0.3 0.5 0.1
N 1.9408 0.7034 0.4152 -0.7 0.9 0.6
H 4.6793 2.6191 0.2337 0.0 0.0 0.0
H 4.9840 1.7428 2.5449 0.0 0.0 0.0
H 3.2466 0.1790 3.4700 0.0 0.0 0.0
H 1.3190 -0.4082 2.0455 0.1 0.1 0.0
Se -0.7769 1.7424 -1.5148 -0.5 0.6 0.3
C -0.3711 0.9810 -3.1413 -0.1 0.2 -0.1
N -0.1358 0.4858 -4.1564 0.2 -0.1 0.0
```
Forces are in eV/Å.

# 3
Computed, not measured: a molecular structure, CdH12O10P in a non-equilibrium geometry, with wB97M-V/def2-TZVPD.

- HOMO level (eV) = -2.305
- LUMO energy (Eh) = 0.052
- relative energy (zero: lowest compared OMol25 entry of this formula, charge and spin) (kcal/mol) = 3.5
- charge = -1

The geometry in XYZ format:
```
24
Properties=species:S:1:pos:R:3:forces:R:3
Cd -0.4492 -0.2858 -0.7159 -0.5 -0.5 0.0
P -1.0274 -0.7238 1.8982 -1.8 -0.1 2.8
O 0.2182 0.0685 1.1784 1.1 0.2 1.3
O -1.8136 0.2759 2.7243 -0.2 0.6 -1.2
O -0.6246 -1.8626 2.8077 1.1 -0.5 -1.2
O -1.7823 -1.2073 0.5735 -0.4 -0.4 0.4
O 0.7722 2.4486 2.1341 0.3 0.1 -0.5
H 1.7296 2.4313 2.2188 0.0 -0.1 0.1
H 0.5467 1.5480 1.7396 -0.3 0.3 0.5
O -1.8014 -0.9600 -2.4012 -0.2 -0.2 -1.4
H -1.5951 -1.5948 -3.0946 0.0 -0.1 0.1
H -2.6856 -0.6342 -2.5971 0.0 0.1 0.3
O 0.8645 -2.0842 -1.2466 0.5 -0.8 -0.6
H 1.0678 -2.7054 -0.5327 -0.2 0.3 0.3
H 1.4727 -2.2925 -1.9611 0.1 0.0 0.1
O 0.9686 1.1018 -1.6529 0.8 0.8 -1.3
H 1.0877 0.9982 -2.6035 0.1 0.1 0.0
H 1.7827 1.5096 -1.3327 -0.1 -0.2 0.5
O 2.6839 -0.6246 1.4883 0.1 0.4 -0.1
H 1.7239 -0.2967 1.4949 0.1 -0.5 -0.2
H 2.8955 -0.7338 2.4185 -0.1 -0.1 0.0
O -1.8392 1.5313 -0.8652 -0.6 0.9 -0.8
H -2.6171 1.7605 -0.3423 0.2 -0.3 0.5
H -1.5784 2.3321 -1.3306 0.1 0.1 0.2
```
Forces are in eV/Å.

# 4
Computed, not measured: a molecular structure, H2NO2S in a non-equilibrium geometry, with wB97M-V/def2-TZVPD.

- HOMO level (spin up / spin down) (eV) = -4.359 / -4.127
- LUMO energy (spin up / spin down) (Eh) = 0.146 / 0.155
- relative energy (zero: lowest compared OMol25 entry of this formula, charge and spin) (kcal/mol) = 111.8
- charge = -1

The geometry in XYZ format:
```
6
Properties=species:S:1:pos:R:3:forces:R:3
N 1.1836 0.1903 -0.6789 -1.2 -0.7 3.0
O -1.5819 -1.5819 0.2555 2.8 3.3 -0.7
O -0.8856 1.3614 0.3987 0.0 -0.7 -0.6
S -0.1771 0.0949 0.1417 -0.3 -2.6 2.9
H 1.1033 0.2436 -1.6494 -0.6 0.1 -1.9
H 0.3577 -0.3083 1.5324 -0.7 0.7 -2.7
```
Forces are in eV/Å.